30
Properties=species:S:1:pos:R:3:forces:R:3 method="wB97M-V/def2-TZVPD" lumo_energy_ev=0.51 gap_ev=7.97 energy_ev=-15197.399 e_above_lowest_kj_mol=129.0
C 0.137 -2.173 -1.573 0.71 -0.81 -1.65
C 0.840 -1.224 -0.939 1.06 -1.06 0.08
C 0.581 0.179 -0.772 -1.89 1.24 -1.31
C 1.505 1.162 -0.643 2.22 -3.48 0.74
N 2.853 0.779 -0.523 -0.35 0.74 -0.62
C -0.755 0.663 -1.293 -2.53 -0.31 -0.72
C -1.729 1.520 -0.413 1.58 0.77 0.36
C -2.990 0.716 -0.050 1.12 0.50 -0.14
H -0.628 -2.010 -2.302 -1.00 0.86 0.21
H 0.479 -3.203 -1.820 0.38 0.76 1.17
H 1.778 -1.591 -0.532 0.05 -0.02 0.34
H 1.288 2.207 -0.610 -0.11 0.39 -0.03
H 3.213 -0.171 -0.578 -0.89 0.48 0.04
H 3.510 1.377 -0.079 0.17 0.53 0.32
H -0.532 1.168 -2.243 -0.31 0.15 0.19
H -1.558 -0.107 -1.598 2.11 0.22 0.16
H -1.232 1.868 0.533 -0.24 -0.49 -0.70
H -1.879 2.460 -0.963 -0.63 -0.27 0.18
H -3.665 0.634 -0.920 0.24 -0.25 0.49
H -2.592 -0.270 0.295 -0.95 0.61 -0.16
H -3.460 1.277 0.752 -0.54 -0.39 0.16
O -1.344 -2.517 0.939 -0.36 -0.22 1.45
H -0.890 -1.676 1.011 0.00 0.00 -0.44
H -1.522 -2.651 0.017 0.13 0.10 -0.72
O 3.058 0.466 2.291 0.04 0.25 -0.07
H 2.201 0.890 2.175 -0.13 0.35 -0.69
H 2.853 0.095 3.139 0.50 -0.63 0.98
O 0.401 0.348 2.206 -1.57 -0.02 0.81
H -0.520 0.334 2.567 1.19 -0.04 -0.43
H 0.600 -0.552 1.922 0.02 0.03 0.00

***

33
Properties=species:S:1:pos:R:3:forces:R:3 method="wB97M-V/def2-TZVPD" lumo_energy_ev=-6.07 gap_ev=5.13 energy_ev=-43543.082 e_above_lowest_kj_mol=484.3 total_charge=+1
C 2.333 -2.244 0.417 0.77 0.25 -0.69
C 1.513 -2.271 -1.003 -1.00 -1.08 0.32
C 0.058 -1.526 -0.830 0.07 -1.50 -1.02
Al 0.124 0.523 -0.849 -0.38 -2.36 2.09
C -1.745 1.307 -1.255 -0.04 0.99 -2.05
C -2.609 1.724 0.074 -1.28 0.41 -0.08
C -3.448 0.500 0.771 -1.03 -0.11 0.67
N -2.746 -0.841 0.758 -0.72 0.16 0.08
B 1.016 1.379 0.802 1.95 2.12 2.76
O 0.567 1.259 2.203 1.40 -1.43 -2.10
O 2.226 2.247 0.576 -1.12 -2.52 0.86
C 3.464 1.488 0.815 1.53 -0.38 -0.26
H 3.448 -1.910 0.162 -2.35 -0.85 0.92
H 2.330 -3.315 0.893 0.10 2.19 -0.86
H 1.882 -1.478 1.194 0.82 -1.52 -1.65
H 2.114 -1.867 -1.923 -0.95 -0.56 1.88
H 1.274 -3.415 -1.246 0.68 2.46 0.41
H -0.462 -2.005 0.106 0.89 1.13 -1.81
H -0.594 -1.864 -1.770 1.01 0.40 1.71
H 1.041 0.937 -2.111 -0.45 0.60 -2.08
H -1.541 2.321 -1.850 -0.61 -0.98 0.64
H -2.285 0.577 -1.994 0.01 0.99 0.99
H -3.423 2.516 -0.295 1.79 -1.67 0.85
H -1.966 2.261 0.893 -0.83 -1.20 -1.86
H -3.633 0.808 1.906 0.47 -0.56 -2.53
H -4.527 0.381 0.294 2.23 0.58 0.78
H -3.061 -1.451 -0.031 0.27 0.92 1.00
H -2.912 -1.391 1.634 0.12 0.95 -1.15
H 0.544 0.309 2.520 -0.38 1.62 -0.67
H 3.965 1.257 -0.239 -1.10 0.30 2.18
H 4.288 2.082 1.425 -2.09 -0.92 -1.17
H 3.290 0.483 1.390 0.24 1.84 -1.09
Ti -0.527 1.219 -3.436 -0.04 -0.26 2.91

***

51
Properties=species:S:1:pos:R:3:forces:R:3 method="wB97M-V/def2-TZVPD" lumo_energy_ev=-6.12 gap_ev=2.04 energy_ev=-98415.852
C -2.312 3.501 0.234 0.46 -0.79 0.14
C -3.457 2.475 0.236 -0.45 1.21 -0.31
O -3.230 1.259 -0.369 -0.32 -0.37 0.10
C -2.375 0.381 0.301 -0.70 0.23 -0.25
C -1.034 0.510 -0.439 0.40 -0.01 0.18
O -0.266 -0.678 -0.404 -0.42 0.22 -0.03
C 0.937 -0.536 0.159 -0.46 -0.88 0.91
P 2.244 0.291 -0.998 -2.25 0.38 0.70
N 1.810 -0.829 -2.307 0.59 0.22 0.70
Cl 3.854 -1.087 -0.388 -0.05 -0.68 1.69
I 3.985 1.371 -2.605 -0.07 7.00 -0.09
H -1.723 3.500 -0.690 -0.21 -0.30 0.05
H -1.657 3.318 1.074 0.38 0.18 0.31
H -2.710 4.527 0.360 0.36 -0.82 0.83
H -3.810 2.373 1.257 -0.05 -0.24 0.41
H -4.282 2.913 -0.317 -0.31 0.05 -0.22
H -2.345 0.669 1.347 0.50 -0.11 0.38
H -2.787 -0.617 0.238 0.02 -0.49 -0.17
H -0.452 1.300 0.015 0.23 0.36 0.11
H -1.270 0.801 -1.460 -0.22 -0.06 -0.43
H 1.315 -1.518 0.378 0.35 -0.53 -0.24
H 0.868 0.009 1.131 0.46 0.97 0.49
H 2.701 1.133 0.046 0.61 -0.18 -0.25
H 1.347 1.307 -1.432 -0.07 -0.28 -0.28
H 1.265 -0.361 -3.022 -0.03 0.08 -0.07
H 2.650 -1.220 -2.694 -1.85 -0.42 -0.11
Be 6.197 3.078 -2.774 -0.07 -0.20 -0.05
F -2.027 2.427 -2.481 0.26 1.10 -0.21
K 4.534 -1.064 -2.887 3.66 -5.67 -2.28
O -4.847 -2.700 -1.115 0.19 -0.43 -0.25
P -4.964 -3.123 0.343 0.94 0.55 0.24
O -5.186 -4.627 0.421 -0.51 0.13 -0.29
O -6.205 -2.460 0.923 -0.28 -0.34 0.42
O -3.704 -2.714 1.101 -0.16 0.31 -0.14
C -0.225 -3.368 3.140 -0.16 -0.04 -0.16
O -0.597 -3.801 4.215 0.09 0.02 0.03
N 1.110 -3.134 2.887 -0.07 0.00 0.07
N -1.085 -3.085 2.119 0.29 0.09 0.43
H 1.456 -2.788 2.017 0.05 -0.03 -0.11
H 1.758 -3.331 3.625 -0.01 0.02 0.04
H -2.070 -3.251 2.266 -0.14 0.08 -0.27
H -0.801 -2.729 1.225 -0.05 -0.12 -0.05
Be -3.437 5.726 -0.434 -0.75 1.38 -0.28
C 8.976 -1.710 -2.317 -0.09 0.00 0.03
O 10.142 -1.661 -2.686 -0.02 0.01 0.02
O 8.463 -2.664 -1.681 0.04 0.09 -0.08
O 8.112 -0.814 -2.525 -0.17 0.01 0.00
Be -3.257 8.090 1.215 -0.01 -0.17 -0.04
Na -2.578 4.575 -2.586 0.21 -1.19 -0.70
O 0.830 0.489 3.291 -0.12 -0.26 -1.39
H 0.140 -0.154 3.046 -0.02 -0.08 0.48

***

34
Properties=species:S:1:pos:R:3:forces:R:3 method="wB97M-V/def2-TZVPD" lumo_energy_ev=-2.17 gap_ev=6.05 energy_ev=-88066.212 e_above_lowest_kj_mol=268.9
Li 1.726 0.247 4.927 -0.06 -0.27 -1.31
Br 1.584 -0.486 1.634 0.00 0.22 1.26
C 0.428 7.563 0.510 0.09 -2.16 0.01
C 0.090 6.018 0.371 -0.93 1.40 -0.35
C 0.224 5.527 -1.060 0.54 -0.39 -0.07
O 0.798 5.213 1.255 1.56 -0.18 0.77
H -0.102 8.012 -0.329 -0.08 0.49 0.43
H 1.496 7.754 0.409 0.06 -0.17 -0.20
H 0.148 7.902 1.508 -0.32 0.24 -0.27
H -0.932 5.865 0.715 -0.64 0.60 -0.51
H -0.084 4.482 -1.111 -0.31 -0.07 -0.09
H 1.273 5.498 -1.355 0.18 0.26 0.03
H -0.316 6.094 -1.818 -0.16 0.07 0.25
H 0.670 4.295 1.003 0.03 -0.13 -0.01
C -4.026 -0.752 -0.001 -1.15 0.49 -1.48
C -4.152 -1.700 -1.209 1.20 -2.30 2.63
O -4.997 -2.809 -0.762 -0.86 0.68 -1.64
O -3.532 -1.346 1.186 -0.02 0.04 -0.72
H -5.059 -0.455 0.179 0.04 0.19 0.42
H -3.486 0.135 -0.330 0.34 0.15 0.35
H -3.196 -2.205 -1.346 0.56 0.36 -0.28
H -4.393 -1.282 -2.187 -0.85 0.04 0.44
H -4.770 -3.111 0.121 0.50 0.48 0.08
H -2.582 -1.416 1.063 0.31 -0.13 0.22
C 3.321 -6.333 -1.211 0.36 1.06 1.00
C 3.514 -6.281 0.314 -1.77 -0.99 0.01
O 4.052 -5.135 0.869 1.25 0.91 0.16
O 2.500 -5.214 -1.658 0.55 -1.35 0.23
H 2.818 -7.283 -1.391 -0.08 0.17 -0.43
H 4.307 -6.311 -1.673 -0.09 0.05 -0.44
H 4.060 -7.123 0.739 0.55 -0.04 -0.57
H 2.516 -6.486 0.703 -0.45 0.33 0.29
H 3.486 -4.363 0.947 -0.42 -0.26 -0.14
H 2.615 -4.515 -1.010 0.06 0.21 -0.09

***

33
Properties=species:S:1:pos:R:3:forces:R:3 method="wB97M-V/def2-TZVPD" lumo_energy_ev=-3.81 gap_ev=8.52 energy_ev=-20854.498 total_charge=+1
C -0.817 0.868 -2.330 -1.00 -1.24 -1.49
Sn -0.340 0.519 -0.239 -5.62 -2.48 2.04
N 0.915 -1.430 -1.110 -1.02 -2.33 -0.74
H -1.745 1.172 0.633 0.92 -0.53 -0.13
H 0.747 1.171 -0.862 6.88 4.07 -1.33
H -1.002 2.009 -2.319 -0.06 -1.87 -0.13
H -1.763 0.200 -2.596 2.11 1.89 -0.38
H 0.189 0.679 -2.971 -2.66 0.21 1.39
H 0.685 -2.382 -0.691 0.36 1.54 -0.68
H 1.911 -1.321 -0.966 0.25 0.13 0.01
H 0.788 -1.590 -2.160 0.09 0.56 1.81
C 0.657 0.861 2.654 1.56 -0.73 1.67
N 0.338 -0.401 1.868 -0.60 -0.18 0.41
C -0.875 -1.088 2.555 1.08 -1.11 0.84
N -0.600 -1.386 3.989 0.50 0.51 -0.80
C -0.287 -0.114 4.687 -0.21 -0.04 0.39
N 0.893 0.563 4.117 -0.36 -0.57 -0.94
C 2.020 -0.394 4.247 0.62 0.66 -0.80
N 1.784 -1.633 3.487 -0.45 0.36 -0.80
C 1.544 -1.309 2.034 -0.13 -0.02 1.76
C 0.595 -2.270 4.075 -0.52 -0.43 -0.84
H -0.121 1.611 2.569 -0.24 -0.09 -0.13
H 1.635 1.261 2.292 -0.88 -0.19 -0.06
H -1.055 -2.070 2.052 0.20 0.82 0.17
H -1.769 -0.476 2.475 0.16 0.27 -0.09
H -0.110 -0.314 5.770 0.03 0.01 -0.84
H -1.157 0.547 4.647 0.07 -0.04 -0.19
H 2.952 0.091 3.893 -0.50 -0.21 -0.01
H 2.196 -0.635 5.300 -0.29 -0.01 -0.14
H 1.402 -2.250 1.494 -0.13 0.21 0.09
H 2.437 -0.786 1.675 -0.23 -0.04 -0.11
H 0.796 -2.558 5.112 -0.05 0.37 -0.11
H 0.370 -3.216 3.541 0.11 0.53 0.13

***

31
Properties=species:S:1:pos:R:3:forces:R:3 method="wB97M-V/def2-TZVPD" lumo_energy_ev=-2.84 gap_ev=9.73 energy_ev=-21041.788 e_above_lowest_kj_mol=0.0 total_charge=+1
C 2.545 -1.657 -0.348 -0.17 -0.01 -0.33
C -1.716 0.683 1.838 0.36 -0.12 0.02
C 0.081 2.422 2.070 0.12 -0.35 0.00
C -0.989 -2.536 -0.268 0.19 0.39 -0.46
C 2.307 -1.388 -1.821 0.80 -0.04 0.02
C -0.281 1.060 1.460 -0.13 0.28 -0.08
C -0.065 1.051 -0.041 -0.30 -2.81 -1.06
N -1.044 1.965 -0.717 0.08 0.07 0.03
O -1.494 -0.375 -2.321 -0.51 0.15 0.02
O 0.949 -1.212 -2.160 -0.54 -0.28 -0.20
Si -0.419 -1.100 -1.342 0.70 2.04 2.27
H 2.088 -0.874 0.254 0.04 0.12 0.17
H 2.125 -2.614 -0.057 -0.01 -0.16 0.10
H 3.613 -1.677 -0.154 0.09 0.01 0.09
H -2.403 1.519 1.711 -0.14 0.10 0.01
H -1.758 0.402 2.886 -0.13 0.01 0.11
H -2.069 -0.157 1.246 -0.14 -0.13 -0.02
H 1.038 2.776 1.696 0.12 0.08 0.01
H -0.681 3.170 1.858 -0.10 0.15 -0.04
H 0.155 2.335 3.149 -0.03 0.10 0.18
H -0.175 -3.233 -0.087 0.17 0.00 -0.07
H -1.364 -2.225 0.701 -0.04 0.22 0.09
H -1.788 -3.089 -0.758 -0.10 0.00 -0.16
H 2.685 -2.214 -2.428 0.03 0.15 0.05
H 2.822 -0.470 -2.124 0.02 -0.17 -0.01
H 0.396 0.310 1.875 0.02 -0.02 -0.08
H 0.942 1.365 -0.304 -0.02 0.09 -0.16
H -1.947 1.815 -0.251 0.08 0.23 -0.31
H -0.785 2.957 -0.649 -0.21 -0.18 -0.05
H -1.138 1.680 -1.698 -0.15 0.14 0.11
H -1.629 -0.687 -3.216 -0.07 -0.07 -0.25